[1]
This record from OMol25 describes a structure of composition C35H71N5O9P2S at a distorted geometry. The level of theory is ωB97M-V with the def2-TZVPD basis set.

Results
- orbital gap (eV) = 7.203

```
123
Properties=species:S:1:pos:R:3:lowdin_charge:R:1
C -2.0262 1.9005 4.3528 -0.121
C -2.6846 1.9410 2.9043 -0.247
C -2.8377 3.4643 2.4407 -0.213
C -3.7234 3.4912 1.1256 -0.219
C -5.2626 3.7629 1.3768 -0.192
C -6.1818 2.8173 0.4793 -0.213
C -6.7667 3.5466 -0.8015 -0.201
C -7.5775 2.5212 -1.7362 -0.212
C -7.1130 2.5323 -3.2527 -0.207
C -6.1217 1.3185 -3.6258 -0.191
C -5.1246 1.1573 -2.4163 -0.231
C -3.8292 0.2899 -2.7471 -0.191
C -2.9409 0.3185 -1.4190 -0.181
C -1.9990 1.5851 -1.4952 -0.171
C -0.6021 1.3834 -0.7285 -0.113
C 0.4544 2.2086 -1.5615 -0.075
C 1.0058 1.6409 -2.8131 -0.195
O 0.5678 0.3763 -3.1773 -0.080
C 1.6533 -0.5461 -3.4048 -0.156
C 1.8582 -1.6147 -2.2694 -0.276
C 1.9358 -0.9672 -0.8035 -0.042
C 0.8560 -2.8344 -2.3068 -0.376
C -0.6225 -2.4728 -2.7412 -0.066
C 1.3355 -4.0561 -3.1864 -0.093
C 1.9719 2.4936 -3.5933 0.061
C 2.3653 3.8288 -3.1230 -0.137
C 3.3554 4.7380 -3.9524 -0.075
C 2.4398 5.8120 -4.7437 -0.627
N 2.1004 6.9900 -3.9193 0.057
N 1.2332 5.0736 -5.1904 0.076
N 3.1655 6.3192 -5.9505 0.047
C 1.8225 4.4015 -1.8470 -0.267
N 2.0576 5.6379 -1.2587 -0.271
S 1.1428 5.6777 0.1291 0.957
N 0.3966 4.1801 0.1284 -0.239
C 0.8401 3.5571 -1.0460 -0.247
H -1.3367 2.7704 4.5337 0.069
H -1.3944 0.9650 4.4148 0.057
H -2.8364 1.8732 5.1354 0.071
H -3.7298 1.5368 3.0318 0.104
H -2.1291 1.3305 2.1465 0.094
H -3.2863 4.1015 3.2442 0.108
H -1.7845 3.7932 2.1933 0.093
H -3.3102 4.2498 0.3988 0.108
H -3.6504 2.4535 0.6836 0.074
H -5.4685 3.5151 2.4611 0.105
H -5.5261 4.8318 1.1717 0.106
H -5.6462 1.8622 0.2300 0.081
H -7.0618 2.5232 1.1241 0.111
H -5.9625 4.0202 -1.4359 0.102
H -7.4869 4.3346 -0.4411 0.107
H -7.5761 1.4947 -1.2792 0.102
H -8.6565 2.8577 -1.7150 0.101
H -6.5320 3.4654 -3.5031 0.105
H -8.0366 2.4370 -3.8914 0.099
H -6.7758 0.3983 -3.6315 0.111
H -5.6198 1.4654 -4.6136 0.107
H -5.6083 0.6416 -1.5389 0.101
H -4.7361 2.1779 -2.1201 0.113
H -3.3184 0.7891 -3.6158 0.104
H -4.0834 -0.7547 -3.0694 0.108
H -2.3526 -0.6184 -1.2606 0.075
H -3.6753 0.3925 -0.5667 0.095
H -2.5003 2.5418 -1.2082 0.093
H -1.7130 1.6981 -2.5836 0.103
H -0.6404 1.7960 0.3148 0.097
H -0.3637 0.2909 -0.7009 0.085
H 1.4264 -1.0681 -4.3838 0.137
H 2.6514 -0.0483 -3.5684 0.128
H 2.8893 -2.0534 -2.4362 0.131
H 2.9082 -1.2985 -0.3297 0.083
H 1.9805 0.1510 -0.8284 0.071
H 1.1232 -1.3719 -0.1439 0.075
H 0.7850 -3.2194 -1.2443 0.114
H -0.7021 -1.7994 -3.6288 0.081
H -1.1701 -2.1168 -1.8340 0.059
H -1.1180 -3.4476 -3.0358 0.082
H 0.7419 -4.9542 -2.8375 0.079
H 2.4008 -4.2772 -2.9078 0.074
H 1.1624 -3.9410 -4.2853 0.081
H 2.3817 2.0841 -4.5424 0.118
H 4.0285 5.3207 -3.2600 0.110
H 3.9520 4.1196 -4.6741 0.112
H 2.8145 7.1849 -3.2132 0.061
H 1.2428 6.8410 -3.3851 0.054
H 0.4230 5.3398 -4.6300 0.080
H 0.9952 5.3078 -6.1548 0.072
H 2.4424 6.7890 -6.5087 0.066
H 3.7515 7.0730 -5.5720 0.071
C 2.8942 -2.8900 5.0201 -0.088
O 1.9553 -2.0582 4.3405 -0.198
P 0.5906 -2.6641 3.7998 0.362
O -0.4290 -1.6610 3.4567 -0.231
O 0.1351 -3.7180 4.9132 -0.231
C -0.3541 -3.2062 6.1520 -0.091
O 1.0332 -3.6058 2.5914 -0.214
C -0.0167 -4.2876 1.9058 -0.100
H 2.8378 -2.6729 6.0887 0.091
H 2.7035 -3.9508 4.8573 0.083
H 3.8990 -2.6532 4.6721 0.095
H -0.5552 -2.1349 6.0983 0.088
H 0.3869 -3.3959 6.9303 0.087
H -1.2760 -3.7280 6.4058 0.091
H -0.8630 -3.6220 1.7228 0.087
H -0.3470 -5.1450 2.4952 0.089
H 0.3621 -4.6396 0.9471 0.079
C 4.6041 -6.9653 3.4920 -0.096
O 5.2073 -6.0088 4.3596 -0.210
P 6.7636 -6.0940 4.6891 0.361
O 7.3292 -4.8709 5.2767 -0.228
O 7.4490 -6.5496 3.3178 -0.231
C 7.5211 -5.5940 2.2608 -0.092
O 6.9000 -7.3953 5.5969 -0.209
C 8.2166 -7.7153 6.0482 -0.097
H 4.4270 -6.4923 2.5237 0.089
H 5.2266 -7.8492 3.3529 0.089
H 3.6446 -7.2685 3.9103 0.091
H 7.2815 -4.5869 2.6060 0.089
H 6.8209 -5.8823 1.4748 0.086
H 8.5315 -5.5986 1.8540 0.092
H 8.7414 -6.8219 6.3922 0.087
H 8.7810 -8.1818 5.2388 0.089
H 8.1410 -8.4152 6.8786 0.089
```


[2]
This record from OMol25 describes a cluster of 5 separate species, C35H71NO14 in total at a distorted geometry. The level of theory is ωB97M-V with the def2-TZVPD basis set.

Results
- SMILES = CCCCCCCCCCCCCCCCCCNC(=O)O.CCOC(=O)OC.CCOC(=O)OC.CCOC(=O)OC.CCOC(=O)OC
- orbital gap (eV) = 10.130

```
121
Properties=species:S:1:pos:R:3:lowdin_charge:R:1
C -3.6089 -3.0442 3.8966 -0.091
C -2.3554 -3.5061 3.0903 -0.244
C -2.7568 -4.5278 2.0077 -0.216
C -3.2297 -3.7385 0.7718 -0.216
C -3.9343 -4.6385 -0.2586 -0.181
C -5.0931 -3.9523 -1.0219 -0.202
C -4.9095 -2.4518 -1.2920 -0.210
C -3.5741 -2.0548 -1.9329 -0.199
C -3.1265 -2.9109 -3.1470 -0.177
C -1.6881 -3.4584 -2.9446 -0.196
C -0.5994 -2.4026 -3.2594 -0.193
C 0.0770 -1.9725 -1.9375 -0.205
C 1.3205 -1.1047 -2.1903 -0.196
C 1.1285 0.3698 -1.8057 -0.195
C 0.4966 0.5885 -0.4040 -0.204
C -0.5887 1.6483 -0.5094 -0.213
C -1.2081 2.0259 0.8600 -0.167
C -2.2216 0.9357 1.2454 -0.179
N -3.4255 1.4359 1.9859 0.045
C -3.1241 2.5331 2.8401 -0.649
O -2.5629 2.4814 3.8663 0.151
O -3.6000 3.7060 2.3900 0.114
H -4.4928 -3.2349 3.2908 0.063
H -3.6844 -3.5556 4.8494 0.067
H -3.5401 -1.9715 4.0510 0.053
H -1.5680 -3.8822 3.7377 0.093
H -1.9778 -2.6280 2.5636 0.083
H -1.8585 -5.0732 1.7197 0.109
H -3.5266 -5.2083 2.3661 0.108
H -3.8981 -2.9598 1.1331 0.102
H -2.3244 -3.3403 0.3216 0.093
H -4.3663 -5.4914 0.2622 0.101
H -3.2076 -5.0421 -0.9634 0.100
H -5.9976 -4.0939 -0.4292 0.105
H -5.2796 -4.4488 -1.9718 0.094
H -5.7139 -2.1341 -1.9580 0.109
H -5.0581 -1.8996 -0.3663 0.096
H -3.6852 -1.0285 -2.2868 0.105
H -2.7870 -2.0230 -1.1868 0.067
H -3.0916 -2.2501 -4.0098 0.099
H -3.7830 -3.7527 -3.3373 0.094
H -1.5721 -3.7507 -1.9055 0.079
H -1.5729 -4.3128 -3.6101 0.105
H -1.0267 -1.5235 -3.7436 0.111
H 0.1491 -2.8382 -3.9153 0.104
H 0.4007 -2.9044 -1.4798 0.112
H -0.6762 -1.4768 -1.3340 0.083
H 2.2268 -1.4771 -1.7131 0.107
H 1.5200 -1.1312 -3.2621 0.099
H 2.0468 0.9485 -1.8821 0.098
H 0.4453 0.8031 -2.5406 0.105
H 0.1621 -0.3384 0.0549 0.098
H 1.2879 0.9970 0.2250 0.110
H -0.1026 2.5588 -0.8621 0.109
H -1.3983 1.3941 -1.1927 0.113
H -1.6571 3.0062 0.7225 0.101
H -0.4108 2.0179 1.5984 0.118
H -2.5944 0.4984 0.3213 0.100
H -1.7711 0.1341 1.8289 0.113
H -3.6802 0.6892 2.6237 0.113
H -3.7693 3.5721 1.4439 0.114
C -0.8918 6.3057 -6.0119 -0.062
C -2.0779 5.8171 -5.2066 -0.212
O -1.6638 5.2568 -3.9516 0.034
C -1.3769 6.1401 -2.9941 -0.606
O -1.4489 7.3389 -3.0840 0.126
O -0.9752 5.4598 -1.9144 -0.008
C -0.5566 6.2841 -0.8241 -0.038
H -0.1535 5.5107 -6.1272 0.081
H -1.2115 6.6372 -6.9999 0.081
H -0.3964 7.1386 -5.5134 0.076
H -2.5822 5.0131 -5.7406 0.121
H -2.8080 6.6102 -5.0453 0.123
H -1.3181 7.0187 -0.5709 0.097
H 0.3824 6.7796 -1.0676 0.100
H -0.4002 5.6286 0.0295 0.087
C 0.9672 -5.6426 9.2584 -0.065
C 1.1660 -5.6492 7.7574 -0.213
O 0.2673 -4.7400 7.1057 0.033
C 0.6205 -3.4535 7.1480 -0.608
O 1.6140 -3.0049 7.6626 0.120
O -0.3287 -2.7448 6.5311 -0.001
C -0.1165 -1.3308 6.5651 -0.029
H -0.0785 -5.8316 9.5053 0.082
H 1.5858 -6.4068 9.7292 0.080
H 1.2320 -4.6751 9.6843 0.075
H 0.9351 -6.6354 7.3574 0.122
H 2.1976 -5.4211 7.4888 0.123
H 0.8735 -1.0708 6.1976 0.078
H -0.2565 -0.9522 7.5765 0.102
H -0.8585 -0.8730 5.9159 0.094
C 6.6241 1.4496 2.8917 -0.065
C 5.5119 1.1252 1.9166 -0.216
O 5.0194 -0.2081 2.1076 0.034
C 4.1729 -0.3665 3.1281 -0.605
O 3.7852 0.4993 3.8712 0.123
O 3.8332 -1.6567 3.1861 0.008
C 2.9771 -1.9886 4.2814 -0.040
H 7.4111 0.6961 2.8365 0.082
H 7.0535 2.4269 2.6707 0.080
H 6.2551 1.4598 3.9170 0.076
H 5.8919 1.1600 0.8965 0.121
H 4.6958 1.8449 1.9862 0.122
H 2.1017 -1.3429 4.3040 0.083
H 3.5245 -1.9202 5.2207 0.103
H 2.6519 -3.0163 4.1395 0.097
C 3.7566 2.7500 -4.5951 -0.065
C 4.6930 3.9195 -4.8137 -0.212
O 5.3895 3.8071 -6.0622 0.037
C 4.6902 4.1618 -7.1422 -0.605
O 3.5573 4.5731 -7.1530 0.118
O 5.4636 3.9733 -8.2149 0.006
C 4.8186 4.2489 -9.4597 -0.041
H 4.2935 1.8054 -4.6958 0.083
H 3.3076 2.7983 -3.6026 0.072
H 2.9554 2.7448 -5.3340 0.076
H 5.4609 3.9286 -4.0416 0.122
H 4.1643 4.8712 -4.7581 0.123
H 4.3732 5.2416 -9.4604 0.095
H 4.0607 3.4937 -9.6644 0.098
H 5.5827 4.2029 -10.2311 0.093
```


[3]
This record from OMol25 describes a structure of composition C35H72N2O11S2 at a distorted geometry. The level of theory is ωB97M-V with the def2-TZVPD basis set.

Results
- orbital gap (eV) = 7.717

```
122
Properties=species:S:1:pos:R:3:lowdin_charge:R:1
C -5.8303 17.9410 -48.6302 -0.103
C -7.1827 18.0485 -49.0898 -0.185
N -8.2638 18.2048 -49.4602 0.171
H -5.7844 17.3166 -47.7380 0.054
H -5.4664 18.9243 -48.3323 -0.002
H -5.2014 17.5716 -49.4402 0.129
C -5.4531 17.5308 -45.9083 -0.066
C -4.8119 18.4530 -44.9294 -0.249
N -4.3912 19.1487 -44.1159 0.220
H -6.5319 17.6775 -45.9612 0.091
H -5.1565 16.4977 -45.7276 0.116
H -4.8820 17.7386 -46.8131 0.056
C -2.0546 23.7375 -44.3842 -0.236
S -1.8991 22.0375 -45.0932 0.892
O -1.4689 21.0666 -43.9889 -0.544
C -3.7330 21.7306 -45.3274 -0.290
H -1.0454 24.1381 -44.4793 0.041
H -2.3586 23.5638 -43.3519 0.051
H -2.8047 24.3286 -44.9096 0.044
H -4.0934 22.4251 -46.0863 0.044
H -4.2878 21.9614 -44.4180 0.073
H -4.0478 20.7248 -45.6057 0.006
C -7.0252 20.8824 -48.1830 -0.211
S -6.3576 20.0036 -46.6928 1.117
O -4.9397 19.5146 -47.0323 -0.606
C -6.2479 21.4747 -45.6156 -0.339
H -6.3903 21.7081 -48.5044 0.062
H -8.0633 21.1584 -47.9977 0.041
H -7.0771 20.2234 -49.0497 0.040
H -5.9410 21.2398 -44.5964 -0.003
H -7.2086 21.9897 -45.6242 0.067
H -5.4522 22.0912 -46.0338 0.040
C -8.9027 22.4910 -44.3810 -0.018
C -7.6855 23.2500 -43.9399 -0.395
O -6.6495 22.9155 -44.4405 -0.039
C -7.8424 24.2125 -42.7409 0.039
H -9.7967 23.1100 -44.4568 0.132
H -9.3079 21.6627 -43.7997 0.083
H -8.7559 22.1092 -45.3914 0.039
H -8.0595 23.6817 -41.8139 0.080
H -8.5595 25.0056 -42.9524 0.095
H -6.8470 24.5745 -42.4834 0.089
C -6.7464 20.5098 -43.5516 -0.119
C -7.8687 19.8389 -42.7544 -0.398
O -8.2019 18.6776 -42.9941 0.064
C -8.4680 20.6907 -41.6011 0.001
H -6.6041 19.9776 -44.4921 0.023
H -5.8186 20.4339 -42.9846 0.125
H -6.9775 21.5494 -43.7841 0.033
H -7.9070 20.8680 -40.6834 0.093
H -9.4414 20.3108 -41.2907 0.084
H -8.7250 21.6596 -42.0292 0.030
C -4.6979 20.1725 -50.2837 0.001
C -3.4098 20.8857 -49.7891 -0.382
O -2.4380 20.9722 -50.5954 0.016
C -3.3381 21.5094 -48.4189 -0.024
H -4.5597 19.7034 -51.2578 0.110
H -5.4260 20.9821 -50.3333 0.026
H -5.1402 19.5145 -49.5357 0.019
H -4.2407 21.9737 -48.0216 0.063
H -2.4505 22.1291 -48.2919 0.104
H -3.2027 20.6222 -47.8003 0.041
C -9.2472 23.0588 -47.4317 -0.042
C -10.4731 23.8674 -47.8860 -0.357
O -10.3976 25.0825 -48.1270 0.026
C -11.6864 23.0080 -48.1026 -0.035
H -9.4450 22.0040 -47.2409 0.025
H -8.8101 23.4704 -46.5219 0.041
H -8.4954 23.1896 -48.2100 0.055
H -12.2232 23.2909 -49.0081 0.097
H -12.3733 23.2689 -47.2975 0.102
H -11.4566 21.9426 -48.1104 0.020
C -9.8163 20.0860 -50.8567 -0.035
C -10.4871 20.2740 -49.5076 -0.321
O -11.5565 20.9694 -49.3796 -0.013
C -9.9712 19.4521 -48.3581 -0.076
H -10.0771 19.1114 -51.2692 0.090
H -8.7319 20.1966 -50.8581 0.039
H -10.1790 20.8379 -51.5575 0.087
H -10.0694 18.3790 -48.5220 0.104
H -10.4857 19.7547 -47.4460 0.055
H -8.9558 19.7820 -48.1388 0.030
C -0.9765 17.5520 -47.0087 -0.010
C -1.8615 18.8476 -47.2705 -0.344
O -1.6507 19.5194 -48.2795 0.011
C -2.9502 19.2390 -46.2643 -0.116
H -1.5380 16.6344 -47.1844 0.063
H -0.6424 17.5435 -45.9712 0.070
H -0.1247 17.4673 -47.6836 0.068
H -2.9237 18.5010 -45.4626 0.084
H -3.9619 19.3370 -46.6578 -0.190
H -2.6671 20.2505 -45.9730 0.000
C -7.0271 23.6851 -49.9497 -0.059
C -6.9750 22.3723 -50.7071 -0.350
O -7.5638 21.4168 -50.2102 -0.082
C -5.9964 22.2750 -51.9087 0.007
H -7.9395 23.6156 -49.3574 0.079
H -7.1214 24.5682 -50.5817 0.122
H -6.1108 23.7770 -49.3667 0.052
H -6.0495 21.2415 -52.2511 0.086
H -5.0116 22.5743 -51.5500 0.092
H -6.2653 22.9563 -52.7159 0.090
C -11.2251 19.9325 -44.8549 0.037
C -10.2620 20.5500 -45.8241 -0.440
O -10.6211 21.4525 -46.5838 -0.079
C -8.8649 19.9279 -45.9010 -0.087
H -11.3318 18.8627 -45.0345 0.108
H -12.2061 20.4020 -44.9284 0.100
H -10.8512 20.0717 -43.8406 0.081
H -8.2411 20.5269 -46.5645 -0.015
H -9.0023 19.0072 -46.4681 0.107
H -8.4963 19.8103 -44.8819 0.066
C -7.6354 25.3161 -46.8361 0.020
C -6.6857 24.6677 -47.8027 -0.372
O -6.6822 23.4327 -47.9499 -0.151
C -5.7242 25.5488 -48.6457 -0.006
H -6.9905 26.0177 -46.3070 0.107
H -8.0721 24.5273 -46.2237 0.045
H -8.4228 25.7653 -47.4413 0.098
H -6.2412 26.4763 -48.8921 0.100
H -5.2033 25.1648 -49.5228 0.088
H -4.8646 25.8835 -48.0651 0.093
```


no.,M (g mol⁻¹),LUMO energy (eV),HOMO (hartree)
1,800.0,-0.7036,-0.29055
2,729.9,0.3801,-0.35832
3,761.1,-0.4711,-0.30089